# 1
C23H30N4O5 in the gas phase, computed with ωB97M-V/def2-TZVPD.

Element x y z (Å)
C -10.5878 -0.0412 -0.8407
H -10.3040 -0.5875 -1.7462
O -9.6421 0.9479 -0.5158
C -8.3663 0.5585 -0.2330
C -7.9081 -0.7536 -0.2417
C -6.5882 -1.0386 0.0632
C -5.7022 -0.0175 0.3807
C -6.1617 1.2994 0.3888
C -7.4741 1.5837 0.0869
H -7.8381 2.5987 0.0910
H -5.4806 2.1019 0.6345
N -4.3604 -0.2484 0.6995
C -3.6600 -1.4058 0.6888
O -4.0934 -2.5056 0.4208
C -2.2001 -1.1884 1.1012
N -1.7318 0.1241 0.6945
C -1.5198 0.2378 -0.7451
C -0.2202 -0.4346 -1.2107
N 0.9569 0.0398 -0.4970
C 1.4317 1.3501 -0.9033
C 2.9119 1.5350 -0.5498
O 3.3812 2.6272 -0.3139
N 3.5805 0.3586 -0.5747
C 4.9286 0.0879 -0.3252
C 5.8390 1.1008 -0.0595
C 7.1702 0.7712 0.1759
C 7.5743 -0.5585 0.1421
C 6.6573 -1.5684 -0.1256
C 5.3264 -1.2464 -0.3601
H 4.5901 -2.0060 -0.5705
O 7.1602 -2.8343 -0.1354
C 6.2882 -3.9036 -0.4058
H 6.9022 -4.8019 -0.3645
H 5.8417 -3.8183 -1.4020
H 5.4937 -3.9762 0.3444
H 8.6052 -0.8098 0.3236
O 8.1442 1.6790 0.4455
C 7.7957 3.0436 0.4870
H 7.0577 3.2464 1.2688
H 7.4054 3.3878 -0.4754
H 8.7187 3.5749 0.7141
H 5.4913 2.1177 -0.0412
H 2.9853 -0.4448 -0.7516
H 1.3556 1.4278 -1.9923
H 0.8791 2.1953 -0.4714
C 0.7459 -0.0717 0.9430
C -0.5550 0.5993 1.4082
H -0.6972 0.4335 2.4777
H -0.4912 1.6794 1.2408
H 1.5988 0.3741 1.4583
H 0.7143 -1.1384 1.1876
H -0.0779 -0.2699 -2.2803
H -0.2859 -1.5145 -1.0426
H -2.3723 -0.2057 -1.2627
H -1.4860 1.3051 -0.9871
H -2.1655 -1.2461 2.1937
H -1.6159 -2.0304 0.7053
H -3.8029 0.5732 0.9093
H -6.2416 -2.0583 0.0536
H -8.5678 -1.5713 -0.4838
H -11.5209 0.4907 -1.0197
H -10.7280 -0.7498 -0.0179

## Properties
- highest occupied orbital energy (eV) = -7.96
- 2S+1 = 1
- gap between HOMO and LUMO (eV) = 8.46
- net charge = 0
- E_LUMO (eV) = 0.501
- SMILES = COc1ccc(NC(=O)CN2CCN(CC(=O)Nc3cc(OC)cc(OC)c3)CC2)cc1

# 2
C23H30N4O5S in the gas phase at a distorted geometry, computed with ωB97M-V/def2-TZVPD.

Element x y z (Å)
O 4.0610 2.1940 1.3623
C 3.5956 1.4003 0.5684
N 4.3117 0.4276 -0.0672
C 5.6652 0.1039 0.0575
C 6.5199 0.7434 0.9505
C 7.8482 0.3642 1.0188
C 8.3404 -0.6455 0.2096
C 7.4904 -1.2837 -0.6788
C 6.1621 -0.9137 -0.7562
H 5.5001 -1.4134 -1.4506
H 7.8630 -2.0730 -1.3150
H 9.3788 -0.9345 0.2690
H 8.5047 0.8661 1.7138
H 6.1398 1.5305 1.5792
H 3.8157 -0.1211 -0.7559
C 2.1575 1.4340 0.1822
C 1.4419 0.3318 -0.2652
C 0.1102 0.4413 -0.6055
C -0.5818 1.6612 -0.5230
N -1.8876 1.7461 -0.8610
C -2.6505 2.9704 -0.8350
C -4.1399 2.7427 -1.1478
N -4.8780 1.8172 -0.3132
C -4.9342 0.4426 -0.7831
C -5.9744 -0.3100 0.0487
O -5.6528 -0.2756 1.4209
C -5.6002 1.0565 1.8725
C -4.5576 1.8669 1.0992
H -4.5903 2.9064 1.4329
H -3.5588 1.4485 1.3152
H -5.3459 1.0132 2.9329
H -6.5863 1.5291 1.7503
H -6.0073 -1.3628 -0.2344
H -6.9636 0.1453 -0.1091
H -5.2445 0.4412 -1.8297
H -3.9720 -0.0811 -0.6983
H -4.2427 2.4082 -2.1820
H -4.6273 3.7223 -1.0611
H -2.2635 3.6894 -1.5721
H -2.5555 3.4246 0.1572
H -2.2676 0.9530 -1.3635
C 0.1488 2.7659 -0.0375
C 1.4708 2.6462 0.3109
H 2.0169 3.4994 0.6844
H -0.3368 3.7234 0.0534
S -0.6276 -1.1053 -1.0957
O 0.3077 -1.8333 -1.9012
O -1.9431 -0.8707 -1.6528
N -0.7109 -1.8706 0.3909
C -1.8734 -1.5308 1.1878
H -2.1209 -0.4874 0.9926
C -3.0550 -2.4420 0.8433
O -2.6986 -3.7997 0.9892
C -1.6299 -4.1327 0.1315
H -1.4253 -5.1923 0.2930
C -0.3928 -3.2848 0.4378
H 0.3880 -3.4667 -0.2995
H -0.0199 -3.5097 1.4423
H -1.9234 -3.9683 -0.9171
H -3.8968 -2.2587 1.5127
H -3.3595 -2.2520 -0.1957
H -1.6051 -1.6470 2.2426
H 1.8749 -0.6537 -0.3452

## Properties
- highest occupied orbital energy (eV) = -8.25
- 2S+1 = 1
- gap between HOMO and LUMO (eV) = 8.76
- net charge = 0
- E_LUMO (eV) = 0.505
- SMILES = O=C(Nc1ccccc1)c1ccc(NCCN2CCOCC2)c(S(=O)(=O)N2CCOCC2)c1

> Among the records above, which one has the lowest highest occupied orbital energy?

C23H30N4O5S